[1]
{"formula": "C27H57N2OOsP3", "method": "ωB97M-V/def2-TZVPD", "multiplicity": 5, "homo_lumo_gap_ev": [4.95, 5.79], "total_energy_ev": -64280.1289, "fmax_ev_per_a": 6.0, "elements": ["Os", "P", "P", "N", "H", "C", "H", "H", "H", "C", "H", "H", "H", "C", "H", "H", "H", "C", "H", "H", "H", "C", "H", "H", "H", "C", "H", "H", "H", "C", "C", "C", "C", "C", "C", "H", "H", "H", "H", "H", "C", "O", "C", "H", "H", "H", "C", "H", "H", "H", "C", "C", "C", "C", "P", "N", "C", "C", "C", "C", "C", "C", "C", "C", "H", "H", "H", "H", "H", "H", "H", "H", "H", "H", "H", "H", "H", "H", "H", "H", "H", "H", "H", "H", "H", "H", "H", "H", "H", "H", "H"], "coordinates": [[0.06, -0.71, -0.79], [2.17, -1.22, -1.57], [-2.37, -1.16, -1.53], [-0.13, 0.44, -2.26], [0.78, -1.28, 0.38], [2.19, -2.43, -2.95], [3.16, -2.93, -2.97], [2.04, -1.89, -3.89], [1.39, -3.16, -2.81], [3.39, -1.83, -0.37], [4.30, -2.09, -0.90], [3.00, -2.71, 0.16], [3.60, -1.05, 0.38], [3.02, 0.23, -2.28], [4.11, 0.07, -2.27], [2.80, 1.15, -1.70], [2.69, 0.41, -3.32], [-2.63, -2.29, -2.98], [-3.69, -2.29, -3.26], [-2.31, -3.30, -2.69], [-2.02, -1.94, -3.82], [-3.55, -1.84, -0.31], [-4.58, -1.54, -0.57], [-3.31, -1.44, 0.69], [-3.46, -2.93, -0.30], [-3.24, 0.35, -2.13], [-4.32, 0.27, -1.92], [-3.10, 0.47, -3.22], [-2.84, 1.25, -1.63], [-0.09, 0.84, -3.43], [0.08, 0.43, -5.87], [-0.04, -0.05, -4.58], [-0.06, 2.26, -3.75], [0.08, 2.71, -5.05], [0.16, 1.80, -6.12], [0.12, -0.29, -6.70], [-0.10, -1.13, -4.35], [-0.15, 2.95, -2.90], [0.12, 3.79, -5.25], [0.26, 2.17, -7.14], [-0.26, -3.96, -0.09], [-0.63, -3.41, -1.19], [1.06, -4.68, -0.06], [1.47, -4.79, 0.93], [1.80, -4.17, -0.72], [0.70, -5.59, -0.56], [-1.09, -3.89, 1.22], [-1.91, -4.52, 0.93], [-1.45, -2.89, 1.51], [-0.49, -4.27, 2.04], [-2.65, 0.44, 2.47], [-1.33, 0.72, 3.28], [-1.53, 1.90, 4.27], [-0.96, -0.55, 4.08], [0.04, 1.18, 2.10], [-0.14, 0.22, 0.87], [-0.18, 2.85, 1.31], [0.31, 3.93, 2.27], [0.59, 2.95, -0.02], [-1.67, 3.06, 0.98], [1.75, 0.82, 2.74], [1.98, -0.69, 2.88], [2.77, 1.36, 1.73], [1.93, 1.51, 4.11], [-3.44, 1.07, 2.85], [-2.95, -0.60, 2.62], [-2.54, 0.61, 1.40], [-0.60, 2.15, 4.79], [-1.93, 2.79, 3.79], [-2.26, 1.56, 5.01], [-0.74, -1.40, 3.42], [-0.13, -0.38, 4.77], [-1.83, -0.81, 4.69], [1.40, 3.91, 2.42], [0.06, 4.90, 1.81], [-0.19, 3.90, 3.25], [0.34, 2.13, -0.71], [0.28, 3.89, -0.51], [1.67, 2.99, 0.11], [-2.03, 2.34, 0.22], [-2.32, 3.03, 1.86], [-1.77, 4.06, 0.54], [1.68, -1.22, 1.97], [3.05, -0.87, 3.03], [1.45, -1.13, 3.73], [2.81, 2.45, 1.70], [3.77, 1.01, 2.03], [2.58, 0.96, 0.72], [1.73, 2.59, 4.08], [1.31, 1.05, 4.90], [2.98, 1.37, 4.40]]}

---

[2]
{"formula": "C6H12N2", "method": "ωB97M-V/def2-TZVPD", "homo_lumo_gap_ev": 10.38, "total_energy_ev": -9392.7381, "fmax_ev_per_a": 6.6, "elements": ["C", "C", "C", "C", "C", "C", "N", "N", "H", "H", "H", "H", "H", "H", "H", "H", "H", "H", "H", "H"], "coordinates": [[-1.06, -0.47, -1.22], [-0.81, -0.32, 0.17], [-0.63, -1.74, 0.84], [0.28, 0.59, 0.55], [-0.02, 2.08, 0.42], [1.67, 0.14, -0.60], [2.94, 0.15, -0.07], [2.48, -0.97, -0.29], [-1.07, 0.39, -1.87], [-0.32, -1.23, -1.59], [-1.92, -0.99, -1.32], [-1.70, 0.13, 0.74], [0.26, -2.23, 0.38], [-1.49, -2.40, 0.81], [-0.41, -1.52, 1.84], [0.63, 0.38, 1.52], [-0.10, 2.62, -0.66], [-0.89, 2.32, 1.02], [0.68, 2.71, 1.01], [1.49, 0.37, -1.68]]}

---

[3]
{"formula": "C3H5BrS", "method": "ωB97M-V/def2-TZVPD", "homo_lumo_gap_ev": 8.10, "total_energy_ev": -84067.1380, "fmax_ev_per_a": 5.0, "elements": ["C", "C", "C", "S", "Br", "H", "H", "H", "H", "H"], "coordinates": [[0.58, -1.63, 0.65], [-0.14, 1.17, 0.13], [-0.36, -0.20, -0.27], [1.69, -2.25, -0.30], [-2.25, -0.91, 0.04], [-0.01, -1.91, 1.58], [-0.42, 1.50, 1.09], [0.99, 1.26, -0.14], [-0.49, 1.92, -0.67], [-0.07, -0.50, -1.30]]}